2 unconnected molecules or ions with the total composition CClFN2O. Source: the Open Molecules 2025 dataset; level of theory: ωB97M-V/def2-TZVPD.

Output
Relative energy (zero: lowest compared OMol25 entry of this formula, charge and spin), eV: 3.505
Calculated total energy, eV: -21295.15450
HOMO energy (spin up / spin down), eV: -11.41 / -11.41

Bonds (Å) are listed after each position.
CARTESIAN COORDINATES (ANGSTROEM)
1 C -1.3277 0.4993 0.2129  N2 1.146
2 N -1.8832 1.4926 0.0745  C1 1.146
3 N 0.1452 -1.0529 -0.4509  O4 1.230, F5 1.372
4 O 1.0534 -0.2974 -0.7944  N3 1.230, Cl6 1.820
5 F 0.2668 -1.6994 0.7533  N3 1.372
6 Cl 1.7455 1.0578 0.2046  O4 1.820

=====

CClN3O2 in the gas phase. Source: the Open Molecules 2025 dataset; level of theory: ωB97M-V/def2-TZVPD.

Output
Relative energy (zero: lowest compared OMol25 entry of this formula, charge and spin), eV: 1.851
Calculated total energy, eV: -22116.91500
HOMO energy (spin up / spin down), eV: -11.41 / -11.41

Bonds (Å) are listed after each position.
CARTESIAN COORDINATES (ANGSTROEM)
1 C 0.4849 1.1989 -0.0370  N2 1.123, N3 1.297
2 N 1.1664 2.0891 -0.1004  C1 1.123
3 N -0.2448 0.1336 0.0902  C1 1.297, N4 1.406, Cl7 2.152
4 N 0.1529 -1.2104 -0.0247  N3 1.406, O5 1.203, O6 1.208
5 O 1.3131 -1.2402 0.2928  N4 1.203
6 O -0.6810 -2.0215 -0.3497  N4 1.208
7 Cl -2.1915 1.0504 0.1288  N3 2.152